(1)
DFT (the ωB97M-V functional and the def2-TZVPD basis) results for an isolated molecule of C3H4N2OS.

Geometry (Å):
N: 2.418 0.065 1.105
C: 1.285 -0.253 0.859
C: -0.044 -0.256 0.765
C: -0.391 -0.661 -0.639
O: 0.204 -1.459 -1.306
N: -1.303 0.115 -1.280
S: -1.581 1.753 -0.712
H: 3.100 -0.599 1.454
H: -0.817 -0.012 1.445
H: -1.268 0.076 -2.261
H: -1.602 1.233 0.568

## Properties
LUMO (eV): 0.57
Max |F| (hartree/bohr): 0.0633
Orbital gap (eV): 9.36
Charge: 0
Relative energy (zero: lowest compared OMol25 entry of this formula, charge and spin) (eV): 2.7255
SMILES string: N=C=CC(=O)NS

---

(2)
DFT (the ωB97M-V functional and the def2-TZVPD basis) results for a cluster of 14 separate species, C5H39NO13 in total.

Geometry (Å):
C: -2.357 0.425 -1.909
N: -1.331 -0.722 -1.840
C: -0.069 -0.127 -2.366
C: -0.093 0.473 -3.819
C: -1.152 -1.347 -0.548
C: -3.750 -0.096 -1.453
H: -2.300 0.632 -2.959
H: -1.965 1.280 -1.365
H: 0.766 -0.816 -2.240
H: 0.042 0.805 -1.832
H: 0.928 0.653 -4.076
H: -0.628 -0.183 -4.478
H: -0.635 1.427 -3.731
H: -0.240 -1.960 -0.537
H: -2.084 -1.942 -0.381
H: -0.978 -0.609 0.228
H: -4.354 0.809 -1.273
H: -4.259 -0.698 -2.216
H: -3.669 -0.716 -0.539
H: -2.299 -2.302 -2.631
H: -2.499 -3.734 -2.033
O: -2.347 -3.255 -2.857
H: -1.839 -0.862 2.794
H: -0.701 -1.894 2.683
O: -1.342 -1.380 2.141
H: 1.089 0.649 3.307
H: 1.682 -0.801 3.591
O: 1.608 0.100 3.929
H: -0.326 -0.166 1.963
H: -0.571 1.211 2.516
O: 0.092 0.758 1.962
H: -2.503 2.171 1.949
H: -3.173 0.877 1.762
O: -2.513 1.257 2.357
H: 2.611 -1.697 -0.753
H: 3.146 -0.416 0.023
O: 2.731 -1.323 0.124
H: -0.534 3.252 1.268
H: -1.448 4.217 0.552
O: -1.473 3.417 1.085
H: 3.660 -0.395 1.939
H: 3.281 0.431 3.249
O: 3.698 0.473 2.361
H: 2.875 2.038 1.856
H: 3.129 3.321 2.347
O: 3.043 2.953 1.455
H: 4.001 1.404 0.451
H: 2.781 1.604 -0.262
O: 3.602 1.092 -0.374
H: -0.221 -3.709 -2.730
H: 0.318 -2.888 -3.901
O: 0.526 -3.145 -2.999
H: 1.896 -2.010 1.566
H: 2.063 -3.013 2.902
O: 1.521 -2.446 2.355
H: 1.498 2.799 0.496
H: 0.348 1.754 0.783
O: 0.720 2.369 0.109

## Properties
LUMO (eV): 0.12
Max |F| (hartree/bohr): 0.0655
Orbital gap (eV): 8.44
Charge: 0
Relative energy (zero: lowest compared OMol25 entry of this formula, charge and spin) (eV): 2.4004

---

(3)
DFT (the ωB97M-V functional and the def2-TZVPD basis) results for a structure of composition C6H8OS.

Geometry (Å):
C: -0.571 0.816 0.799
C: -0.186 1.248 -0.564
C: -0.028 -0.019 -1.537
C: 0.217 -1.088 -0.632
C: 0.840 -1.154 0.652
C: 0.839 0.281 1.272
H: -1.452 -0.887 0.732
H: -0.576 1.678 1.520
H: -0.733 2.141 -1.086
H: 1.020 -0.159 -2.292
H: -0.943 -0.258 -2.272
H: -0.045 -2.024 -1.159
H: 0.535 -2.443 1.277
H: 1.246 0.394 2.367
O: -1.653 -0.086 0.957
S: 1.490 1.557 -0.033

## Properties
LUMO (eV): 0.53
Max |F| (hartree/bohr): 0.1878
Orbital gap (eV): 9.28
Charge: 0
Relative energy (zero: lowest compared OMol25 entry of this formula, charge and spin) (eV): 5.5895

---

(4)
DFT (the ωB97M-V functional and the def2-TZVPD basis) results for a cluster of 3 separate species, C25H36BF22N3O12PS in total.

Geometry (Å):
C: -0.349 5.708 2.820
C: -1.733 5.466 3.612
C: -3.038 5.798 2.716
C: -3.403 4.592 1.675
N: -3.539 3.300 2.409
C: -3.417 2.103 1.518
N: -4.021 2.514 0.212
O: -1.990 2.116 1.180
P: -1.150 0.644 1.567
O: -0.869 1.337 3.134
C: -1.365 -0.124 -0.199
O: -1.209 -1.565 -0.220
C: -0.028 -1.960 -0.970
O: 0.614 -3.004 -0.154
C: 2.053 -2.884 -0.205
C: 2.692 -2.256 1.153
O: 4.164 -2.203 1.076
N: -0.120 -0.745 2.011
C: 0.117 -0.732 3.284
O: 0.360 -0.971 4.482
C: 0.450 1.675 1.054
F: 1.399 0.902 0.300
F: 1.174 2.114 2.237
F: 0.130 2.897 0.354
O: -2.630 -0.199 1.986
C: -3.817 0.644 2.140
B: -4.081 0.520 3.759
O: -3.291 -0.457 4.505
C: -5.173 1.355 4.623
C: -4.483 2.638 5.387
S: -5.108 -0.387 1.272
O: -4.767 -1.841 1.573
O: -5.130 -0.261 -0.230
C: -6.856 -0.104 1.870
F: -7.274 1.272 1.807
F: -7.147 -0.705 3.134
F: -7.712 -0.786 0.932
H: 0.201 4.712 2.647
H: -0.485 6.177 1.773
H: 0.371 6.347 3.465
H: -1.733 6.184 4.524
H: -1.741 4.373 3.968
H: -2.788 6.782 2.154
H: -3.973 6.040 3.346
H: -4.381 4.942 1.159
H: -2.588 4.610 0.876
H: -4.535 3.287 2.729
H: -3.745 1.890 -0.560
H: -5.044 2.621 0.277
H: -1.262 2.234 3.222
H: -0.752 0.440 -0.985
H: -2.478 0.080 -0.461
H: 0.707 -1.104 -1.154
H: -0.272 -2.426 -1.988
H: 2.464 -3.970 -0.242
H: 2.456 -2.353 -1.134
H: 2.444 -2.888 2.084
H: 2.341 -1.188 1.361
H: 4.452 -1.396 1.565
H: -2.362 -0.137 4.582
H: -5.505 0.651 5.486
H: -6.131 1.633 4.064
H: -3.380 2.688 5.029
H: -5.021 3.569 4.996
H: -4.490 2.528 6.523
C: 5.881 2.614 -2.638
C: 6.513 1.206 -2.648
C: 6.298 0.378 -3.917
F: 5.000 0.150 -4.186
F: 6.879 -0.844 -3.788
F: 6.100 0.532 -1.548
F: 7.863 1.377 -2.493
O: 4.605 2.761 -1.999
C: 3.458 2.428 -2.758
C: 2.716 1.199 -2.213
F: 3.526 0.117 -2.131
F: 1.689 0.854 -3.030
F: 3.803 2.308 -4.058
F: 2.641 3.504 -2.690
H: 6.548 3.238 -2.036
H: 5.890 3.077 -3.629
H: 6.751 0.867 -4.784
H: 2.317 1.395 -1.214
C: 3.153 -5.006 -3.937
C: 3.779 -6.416 -3.982
C: 3.542 -7.220 -5.262
F: 2.239 -7.439 -5.515
F: 4.119 -8.447 -5.163
F: 3.379 -7.108 -2.888
F: 5.131 -6.254 -3.844
O: 1.887 -4.866 -3.278
C: 0.737 -5.185 -4.035
C: -0.002 -6.423 -3.507
F: 0.806 -7.505 -3.446
F: -1.033 -6.752 -4.323
F: 1.073 -5.284 -5.338
F: -0.079 -4.110 -3.946
H: 3.832 -4.394 -3.335
H: 3.150 -4.526 -4.921
H: 3.983 -6.718 -6.127
H: -0.396 -6.242 -2.504

## Properties
LUMO (eV): 2.02
Max |F| (hartree/bohr): 0.1571
Orbital gap (eV): 8.31
Charge: -1

---

> Which value of LUMO does entry 4 give?

2.02 eV

---

What did the first record say?
DFT (the ωB97M-V functional and the def2-TZVPD basis) results for an isolated molecule of C3H4N2OS.

Geometry (Å):
N: 2.418 0.065 1.105
C: 1.285 -0.253 0.859
C: -0.044 -0.256 0.765
C: -0.391 -0.661 -0.639
O: 0.204 -1.459 -1.306
N: -1.303 0.115 -1.280
S: -1.581 1.753 -0.712
H: 3.100 -0.599 1.454
H: -0.817 -0.012 1.445
H: -1.268 0.076 -2.261
H: -1.602 1.233 0.568

## Properties
LUMO (eV): 0.57
Max |F| (hartree/bohr): 0.0633
Orbital gap (eV): 9.36
Charge: 0
Relative energy (zero: lowest compared OMol25 entry of this formula, charge and spin) (eV): 2.7255
SMILES string: N=C=CC(=O)NS

---

> What is the formula in the third record?

C6H8OS

---

> Among the records above, which one has the highest max |F|?

C6H8OS